Here is a molecular structure, C2H2O4Sn from OMol25. Energies are from ωB97M-V/def2-TZVPD.

For the lowest unoccupied orbital energy (spin up / spin down), the calculation gives -2.52 / -2.52 eV. For the maximum force, the calculation gives 0.1585 hartree/bohr. The total energy is -592.54255 Ha. The energy relative to the best compared isomer or geometry (same formula, charge and spin) comes out at 61.1 kcal/mol.

Last column: Löwdin charge in e.
Atoms and positions in Å:
C1 1.80146 -1.50512 -0.36670  0.027
O1 1.63603 -0.29278 -0.37982  -0.258
H1 1.55510 -2.10382 0.52654  0.119
H2 2.31005 -2.00585 -1.20725  0.119
O2 -3.17786 1.44580 0.34061  0.060
C2 -1.95374 1.27115 0.31867  -0.893
O3 -1.12587 1.99938 -0.40251  -0.234
O4 -1.35005 0.27326 0.94157  -0.214
Sn1 0.30490 0.91797 0.22889  1.274

Forces on atoms 1 to 6 (eV/Å):
0.937 -0.511 0.023
4.549 -5.962 -3.197
-0.207 0.144 -0.233
-0.350 0.038 0.088
2.491 -0.230 0.330
-6.473 0.789 -0.687